(1)
# C21H29N5O2

C21H29N5O2 in the gas phase (ωB97M-V/def2-TZVPD, OMol25).

```
57
C21H29N5O2 ωB97M-V/def2-TZVPD
C -2.33433 6.52483 1.71629
C -1.71090 5.16642 1.66317
C -0.52448 4.72246 2.28096
N -0.27357 3.44812 2.01848
N -1.28309 3.05158 1.23715
C -1.31813 1.68827 0.74667
C -0.09436 1.37292 -0.09956
C -0.08818 -0.08490 -0.54369
N 1.01817 -0.50752 -1.42205
C 2.33487 -0.32724 -0.87959
O 2.92859 -1.25356 -0.39669
C 3.01950 1.00189 -1.15046
C 4.27236 1.21406 -0.31808
C 3.98541 1.35346 1.19850
C 4.49951 2.74581 1.55748
N 5.56207 2.97123 0.58296
C 6.03908 4.33601 0.53876
C 6.76590 4.73413 1.79993
C 7.67406 3.86118 2.39514
C 8.35584 4.22943 3.54017
C 8.15575 5.48539 4.10609
C 8.92689 5.82319 5.34598
N 9.05650 7.15448 5.63061
O 9.39627 4.96536 6.06682
C 7.24353 6.35543 3.52183
C 6.55106 5.97683 2.38032
C 4.98915 2.52179 -0.67480
C -2.16416 4.04964 1.00002
H -3.25195 6.55453 1.12941
H -2.58645 6.80816 2.73910
H -1.66298 7.28793 1.31995
H 0.15334 5.28120 2.90794
H -1.37096 1.01044 1.60146
H -2.23776 1.57388 0.17128
H -0.07611 2.03955 -0.96832
H 0.78499 1.60003 0.50389
H -0.07041 -0.73398 0.33553
H -1.01409 -0.31530 -1.07582
H 0.96281 0.07833 -2.25290
H 3.26206 0.99951 -2.22192
H 2.31810 1.82552 -1.00520
H 4.94219 0.37097 -0.47997
H 2.92555 1.24512 1.43447
H 4.52007 0.58700 1.75633
H 3.69859 3.49769 1.43648
H 4.87782 2.82314 2.57650
H 6.72319 4.42644 -0.31081
H 5.21024 5.04399 0.35778
H 7.82473 2.88337 1.95559
H 9.05200 3.55401 4.01916
H 8.93698 7.84102 4.90808
H 9.67026 7.38324 6.39442
H 7.03354 7.31736 3.97292
H 5.82471 6.65227 1.94357
H 5.76263 2.39880 -1.43533
H 4.25650 3.26003 -1.05492
H -3.03864 3.89321 0.38924
```

LUMO, eV: 0.61
Kohn-Sham gap, eV: 9.42
Electronic energy, a.u.: -1241.889323
Relative energy (zero: lowest compared OMol25 entry of this formula, charge and spin), kJ/mol: 194.9

(2)
# C23H18N6O2RuS3Sb

A molecular structure, C23H18N6O2RuS3Sb (ωB97M-V/def2-TZVPD, OMol25).

```
54
C23H18N6O2RuS3Sb ωB97M-V/def2-TZVPD
Ru 0.47007 0.16042 0.09498
O -3.03560 -0.65645 2.00913
C -2.40423 -0.06747 1.14004
N -1.19012 0.53457 1.28509
C -0.79377 0.81370 2.61620
C -1.64607 1.39648 3.54927
C -1.18564 1.72892 4.81291
C 0.13652 1.48025 5.16007
C 1.00170 0.89773 4.24665
C 0.53866 0.56320 2.97383
N 1.30807 0.00451 1.94582
C 2.54730 -0.46784 2.09606
O 3.20984 -0.62818 3.12193
C 3.17034 -0.79908 0.75918
C 4.42361 -1.37810 0.70888
C 4.98903 -1.63753 -0.52871
C 4.27928 -1.30143 -1.66652
C 3.02869 -0.71989 -1.53861
N 2.48243 -0.46146 -0.34687
C -3.07205 0.09333 -0.21062
C -4.10023 -0.78514 -0.55307
C -4.75083 -0.60016 -1.75628
C -4.36545 0.45787 -2.57181
C -3.34804 1.28666 -2.13236
N -2.71828 1.12024 -0.97197
H -2.67786 1.57780 3.27953
H -1.86477 2.17822 5.52729
H 0.49835 1.73810 6.14812
H 2.02626 0.68377 4.50498
H 4.90539 -1.60906 1.64796
H 5.96708 -2.09643 -0.60180
H 4.66095 -1.49941 -2.65822
H 2.43589 -0.45216 -2.40124
H -4.34596 -1.58734 0.12722
H -5.54709 -1.26863 -2.06046
H -4.84202 0.63672 -3.52681
H -3.00925 2.11972 -2.73969
S 1.07674 -2.69857 -3.84596
Sb -0.42598 -1.62087 -2.52130
S -0.18391 -2.06194 -0.20329
S 0.15713 0.65678 -2.19242
N 1.15544 6.18614 -1.31450
C 1.07756 4.90009 -0.81398
C 2.17891 4.04577 -0.84517
C 2.05041 2.77624 -0.32982
N 0.92864 2.30169 0.22189
C -0.12367 3.13365 0.26514
C -0.08921 4.42179 -0.22282
H 1.87238 6.35012 -2.00125
H 0.27766 6.62268 -1.54181
H 3.11824 4.35917 -1.28163
H 2.88872 2.09152 -0.35403
H -1.02782 2.71834 0.68603
H -0.97816 5.03686 -0.16696
```

Net charge: -1
LUMO (alpha / beta), eV: 0.94 / 1.00
Kohn-Sham gap (alpha / beta), eV: 4.91 / 5.05
Electronic energy, a.u.: -2896.214936
Relative energy (zero: lowest compared OMol25 entry of this formula, charge and spin), kJ/mol: 17.1

(3)
# C3H2NP

C3H2NP in the gas phase in a non-equilibrium geometry (ωB97M-V/def2-TZVPD, OMol25).

```
7
C3H2NP ωB97M-V/def2-TZVPD
N 2.12892 -1.13366 0.06966
C 1.06063 -0.73768 -0.22628
C -0.13289 -0.25226 -0.14531
C -0.70598 1.17152 -0.03678
P -1.40907 2.65070 0.02401
H -0.94814 -1.04968 -0.59105
H 0.00651 -0.64894 0.90576
```

LUMO, eV: -0.25
Kohn-Sham gap, eV: 9.61
Electronic energy, a.u.: -511.462361
Relative energy (zero: lowest compared OMol25 entry of this formula, charge and spin), kJ/mol: 172.5

(4)
# C17H39N2O

2 unconnected molecules or ions with the total composition C17H39N2O (ωB97M-V/def2-TZVPD, OMol25).

```
59
C17H39N2O ωB97M-V/def2-TZVPD
C -1.44593 2.32978 -1.32426
C -0.16899 1.79333 -0.71052
O 0.93013 2.04521 -1.58988
C 2.19597 1.86144 -1.02680
C 3.05196 3.14667 -1.14777
C 3.84497 2.98487 -2.47088
N 3.28597 1.73026 -3.04701
C 2.95658 0.83790 -1.85795
C 2.18579 -0.39455 -2.31470
C 2.95525 -1.71091 -2.12753
C 2.01075 -2.93078 -2.19873
C 2.58217 -4.08452 -3.04950
C 1.61746 -3.40610 -0.79036
H -1.56396 3.39697 -1.15534
H -1.49355 2.09752 -2.38463
H -2.28473 1.83812 -0.83114
H -0.27479 0.71382 -0.57025
H -0.01219 2.25186 0.26744
H 2.17017 1.59802 0.03063
H 2.45914 4.05310 -1.11098
H 3.76877 3.16271 -0.33002
H 3.76050 3.82677 -3.14713
H 4.89206 2.82680 -2.23315
H 2.39200 1.95350 -3.49167
H 3.89445 1.30141 -3.74047
H 3.90918 0.62659 -1.37500
H 1.95802 -0.29820 -3.37816
H 1.23380 -0.45638 -1.79249
H 3.48248 -1.69218 -1.17302
H 3.69896 -1.80753 -2.91947
H 1.09403 -2.59080 -2.68556
H 2.75085 -4.97562 -2.44939
H 1.87914 -4.36127 -3.83330
H 3.51851 -3.82856 -3.54049
H 1.27716 -4.43900 -0.82538
H 0.80901 -2.80022 -0.38473
H 2.47561 -3.37313 -0.12135
C -4.80333 -0.24323 4.98998
C -3.66815 -0.82608 4.16277
N -3.83742 -0.61202 2.73629
C -2.94266 -1.40764 1.91824
C -1.43635 -1.12631 2.02204
C -4.01633 0.76955 2.32427
C -2.91372 1.77381 2.69068
H -5.76670 -0.61136 4.63667
H -4.68677 -0.53728 6.03305
H -4.81844 0.84681 4.95997
H -3.63976 -1.90625 4.32625
H -2.71189 -0.43113 4.54268
H -3.25356 -1.30288 0.87454
H -3.11474 -2.45802 2.17028
H -1.17561 -0.18896 1.52974
H -0.87495 -1.92319 1.52746
H -1.09589 -1.08099 3.05638
H -4.95789 1.13056 2.74279
H -4.16933 0.77609 1.24148
H -2.59742 1.67421 3.72933
H -3.28135 2.79373 2.56075
H -2.03446 1.66369 2.05527
```

Net charge: +1
LUMO, eV: -2.87
Kohn-Sham gap, eV: 7.04
Electronic energy, a.u.: -855.622347